DFT (the ωB97M-V functional and the def2-TZVPD basis) results for a 2-piece molecular cluster, C2H10N3 overall in a non-equilibrium geometry.

Last column: natural (NBO) charge in e.
Geometry (Å):
C (-1.56, 1.06, 1.61)  -0.539
C (0.71, -0.04, -1.42)  -0.098
N (1.92, -0.24, -0.64)  -0.841
N (-0.28, -0.72, -0.60)  -0.227
N (-0.33, -0.63, 0.72)  -0.402
H (-1.57, 1.11, 2.68)  0.200
H (-0.87, 1.61, 1.01)  0.166
H (-2.42, 0.66, 1.14)  0.164
H (0.63, 1.02, -1.74)  0.244
H (0.65, -0.65, -2.42)  0.213
H (2.55, 0.52, -0.96)  0.398
H (2.27, -1.19, -0.97)  0.393
H (-1.16, -1.15, -0.95)  0.429
H (0.49, -0.26, 1.24)  0.454
H (-1.04, -1.12, 1.28)  0.444

Properties
Spin multiplicity: 3
E_HOMO (alpha / beta) in eV: -12.0 / -15.1
Frontier orbital gap (alpha / beta) in eV: 8.668 / 8.922
⟨S²⟩: 2.007
Maximum force in eV/A: 2.98
LUMO energy (alpha / beta) in Eh: -0.1218 / -0.2288
Electronic energy in a.u.: -246.02254
Relative energy (zero: lowest compared OMol25 entry of this formula, charge and spin) in eV: 0.8883
Total charge: +1

***

DFT (the ωB97M-V functional and the def2-TZVPD basis) results for one molecule with the formula C3HBr2N3O2 in a non-equilibrium geometry.

Last column: natural (NBO) charge in e.
Geometry (Å):
C (0.28, -0.92, 0.68)  0.097
C (-1.68, -0.13, 0.42)  0.266
C (0.75, 0.31, 0.10)  -0.041
N (-0.97, -1.17, 0.85)  -0.416
N (-1.30, 0.96, -0.07)  -0.280
N (1.17, 0.50, -1.32)  0.490
O (0.59, -0.11, -2.19)  -0.328
O (2.11, 1.26, -1.45)  -0.337
Br (-3.63, -0.37, 0.64)  0.060
Br (1.63, 1.40, 1.27)  0.249
H (1.06, -1.72, 1.07)  0.240

Properties
E_HOMO (alpha / beta) in eV: -10.2 / -10.2
Frontier orbital gap (alpha / beta) in eV: 7.950 / 7.947
Maximum force in eV/A: 4.32
LUMO energy (alpha / beta) in Eh: -0.0811 / -0.0810
Electronic energy in a.u.: -5577.46386
Relative energy (zero: lowest compared OMol25 entry of this formula, charge and spin) in eV: 3.3377
Total charge: 0

***

DFT (the ωB97M-V functional and the def2-TZVPD basis) results for one molecule with the formula C6H13N in a non-equilibrium geometry.

Last column: natural (NBO) charge in e.
Geometry (Å):
C (0.56, -1.98, -0.80)  -0.615
C (0.05, -0.92, 0.14)  -0.099
N (1.06, 0.00, 0.59)  -0.427
C (0.99, 0.30, 2.05)  -0.429
C (-0.21, 0.43, -0.36)  0.119
C (-1.14, 1.44, 0.30)  -0.639
C (-0.30, 0.62, -1.88)  -0.621
H (0.95, -2.82, -0.22)  0.216
H (-0.26, -2.33, -1.45)  0.204
H (1.37, -1.60, -1.43)  0.221
H (-0.65, -1.27, 0.89)  0.177
H (0.79, 1.36, 2.22)  0.191
H (0.21, -0.28, 2.59)  0.173
H (1.94, 0.08, 2.56)  0.206
H (-1.89, 1.92, -0.35)  0.222
H (-1.66, 1.02, 1.16)  0.215
H (-0.47, 2.23, 0.63)  0.218
H (0.25, -0.03, -2.57)  0.223
H (-0.26, 1.66, -2.25)  0.218
H (-1.32, 0.16, -1.80)  0.226

Properties
E_HOMO in eV: -8.5
Frontier orbital gap in eV: 9.577
Maximum force in eV/A: 1.67
LUMO energy in Eh: 0.0409
Electronic energy in a.u.: -291.08168
Relative energy (zero: lowest compared OMol25 entry of this formula, charge and spin) in eV: 2.0971
Total charge: 0

***

DFT (the ωB97M-V functional and the def2-TZVPD basis) results for C29H37N6NaO6S as an isolated structure.

Last column: Löwdin charge in e.
Geometry (Å):
Na (-1.42, 0.06, 0.94)  0.310
C (-3.34, 0.81, -1.55)  -0.080
N (-2.27, 1.79, -1.67)  -0.197
C (-2.71, 3.10, -1.23)  -0.228
C (-1.58, 4.01, -0.74)  -0.161
C (-0.77, 3.40, 0.41)  -0.217
N (-1.62, 2.57, 1.24)  0.036
C (-1.97, 3.01, 2.39)  -0.109
C (-2.91, 2.38, 3.30)  -0.143
C (-3.12, 3.01, 4.53)  -0.098
C (-4.02, 2.55, 5.47)  -0.154
C (-4.77, 1.40, 5.15)  -0.141
C (-4.61, 0.76, 3.95)  -0.042
C (-3.66, 1.19, 2.95)  -0.398
O (-3.53, 0.57, 1.86)  -0.089
C (-1.62, 1.79, -2.97)  -0.210
C (-0.11, 1.53, -2.93)  -0.161
C (0.30, 0.22, -2.23)  -0.213
N (0.51, 0.38, -0.80)  0.060
C (1.65, 0.88, -0.48)  -0.179
C (2.12, 1.25, 0.84)  -0.164
C (3.24, 2.09, 0.89)  -0.082
C (3.73, 2.61, 2.06)  -0.142
C (3.08, 2.26, 3.26)  -0.127
C (2.00, 1.41, 3.26)  -0.029
C (1.47, 0.84, 2.06)  -0.407
O (0.53, -0.01, 2.09)  -0.110
H (-4.21, 1.05, -2.19)  0.087
H (-3.67, 0.76, -0.51)  0.072
H (-2.97, -0.17, -1.82)  0.055
H (-3.39, 2.94, -0.39)  0.112
H (-3.28, 3.62, -2.02)  0.113
H (-2.05, 4.94, -0.41)  0.103
H (-0.91, 4.27, -1.56)  0.097
H (-0.29, 4.21, 0.98)  0.109
H (0.01, 2.76, 0.00)  0.079
H (-1.55, 3.97, 2.75)  0.115
H (-2.53, 3.90, 4.75)  0.094
H (-4.15, 3.05, 6.42)  0.072
H (-5.49, 1.02, 5.86)  0.083
H (-5.18, -0.13, 3.70)  0.095
H (-1.80, 2.74, -3.48)  0.110
H (-2.08, 1.02, -3.60)  0.113
H (0.39, 2.36, -2.44)  0.099
H (0.24, 1.51, -3.96)  0.105
H (1.22, -0.16, -2.71)  0.108
H (-0.48, -0.53, -2.39)  0.090
H (2.37, 1.12, -1.28)  0.123
H (3.72, 2.35, -0.05)  0.099
H (4.60, 3.26, 2.07)  0.076
H (3.44, 2.66, 4.20)  0.087
H (1.51, 1.14, 4.19)  0.102
C (0.39, -3.77, -2.28)  -0.061
N (-0.21, -3.07, -1.16)  0.052
C (-1.47, -2.60, -1.14)  -0.627
N (-2.26, -2.96, -2.22)  0.162
O (-1.94, -1.94, -0.22)  0.013
H (1.42, -4.03, -2.04)  0.065
H (0.41, -3.15, -3.18)  0.086
H (-0.15, -4.70, -2.49)  0.087
H (0.36, -2.80, -0.36)  0.098
H (-1.82, -3.19, -3.09)  0.072
H (-3.12, -2.43, -2.27)  0.088
N (1.80, -2.51, 1.08)  0.113
C (2.70, -3.07, 0.19)  -0.346
C (2.93, -4.45, 0.21)  -0.053
C (3.68, -5.05, -0.79)  -0.079
C (4.21, -4.30, -1.83)  -0.294
C (4.03, -2.93, -1.82)  -0.067
C (3.29, -2.31, -0.82)  -0.033
S (5.00, -5.11, -3.22)  0.392
O (5.85, -4.09, -3.82)  -0.387
O (5.72, -6.24, -2.64)  -0.388
O (3.88, -5.51, -4.07)  -0.387
H (1.57, -3.01, 1.92)  0.099
H (1.64, -1.51, 1.15)  0.061
H (2.49, -5.06, 0.99)  0.102
H (3.85, -6.12, -0.79)  0.108
H (4.48, -2.34, -2.61)  0.107
H (3.15, -1.24, -0.81)  0.091

Properties
E_HOMO in eV: -2.5
Frontier orbital gap in eV: 6.042
Maximum force in eV/A: 0.26
LUMO energy in Eh: 0.1289
Electronic energy in a.u.: -2467.94950
Relative energy (zero: lowest compared OMol25 entry of this formula, charge and spin) in eV: 0.0000
Total charge: -2

***

DFT (the ωB97M-V functional and the def2-TZVPD basis) results for a 2-piece molecular cluster, C19H19N2O4S overall in a non-equilibrium geometry.

Last column: natural (NBO) charge in e.
Geometry (Å):
C (-5.15, 1.43, -2.63)  -0.624
C (-3.75, 1.67, -3.16)  -0.072
O (-2.78, 1.21, -2.26)  -0.534
C (-1.52, 1.60, -2.65)  0.745
C (-0.43, 1.03, -1.90)  -0.729
C (0.85, 1.30, -2.08)  0.310
N (2.01, 1.53, -2.21)  -0.559
O (-1.32, 2.37, -3.57)  -0.703
H (-5.92, 1.56, -3.40)  0.199
H (-5.23, 0.42, -2.24)  0.210
H (-5.39, 2.10, -1.81)  0.197
H (-3.57, 1.13, -4.11)  0.166
H (-3.55, 2.73, -3.36)  0.192
H (-0.68, 0.29, -1.15)  0.237
C (3.66, -5.68, 1.06)  -0.627
C (2.62, -4.62, 1.08)  -0.001
C (2.11, -4.11, -0.12)  -0.235
C (1.13, -3.14, -0.11)  -0.099
C (0.64, -2.67, 1.09)  -0.336
S (-0.65, -1.41, 1.10)  2.203
N (0.26, -0.03, 1.20)  -0.699
C (-0.41, 1.04, 1.31)  0.192
C (0.20, 2.36, 1.34)  -0.051
C (-0.58, 3.51, 1.37)  -0.177
C (0.01, 4.75, 1.35)  -0.226
C (1.39, 4.87, 1.29)  -0.185
C (2.17, 3.74, 1.27)  -0.211
C (1.59, 2.49, 1.29)  -0.147
O (-1.31, -1.42, -0.25)  -0.905
O (-1.45, -1.65, 2.35)  -0.937
C (1.13, -3.15, 2.27)  -0.161
C (2.12, -4.13, 2.27)  -0.228
H (3.96, -5.95, 2.07)  0.209
H (3.30, -6.57, 0.56)  0.218
H (4.56, -5.34, 0.53)  0.221
H (2.49, -4.49, -1.05)  0.210
H (0.72, -2.76, -1.03)  0.245
H (-1.49, 0.98, 1.35)  0.187
H (-1.65, 3.42, 1.41)  0.212
H (-0.60, 5.64, 1.37)  0.207
H (1.85, 5.84, 1.26)  0.205
H (3.25, 3.83, 1.22)  0.212
H (2.19, 1.60, 1.26)  0.234
H (0.72, -2.79, 3.20)  0.234
H (2.49, -4.51, 3.20)  0.204

Properties
E_HOMO in eV: -3.0
Frontier orbital gap in eV: 5.434
Maximum force in eV/A: 6.65
LUMO energy in Eh: 0.0892
Electronic energy in a.u.: -1544.07975
Relative energy (zero: lowest compared OMol25 entry of this formula, charge and spin) in eV: 0.0000
Total charge: -1

***

DFT (the ωB97M-V functional and the def2-TZVPD basis) results for C18H13F6N3O6PtS3 as an isolated structure.

Last column: natural (NBO) charge in e.
Geometry (Å):
Pt (-0.51, -0.52, -0.22)  1.043
F (-1.68, -1.41, -4.33)  -0.274
C (-1.93, -1.97, -3.16)  0.775
F (-2.51, -3.14, -3.30)  -0.261
F (-2.69, -1.16, -2.43)  -0.304
S (-0.30, -2.25, -2.30)  2.184
O (-0.61, -2.52, -0.86)  -0.886
O (0.42, -3.18, -3.06)  -0.771
N (0.22, -0.70, -2.12)  -1.201
S (1.85, -0.33, -2.26)  2.226
O (2.52, -1.37, -2.95)  -0.839
O (2.26, 0.17, -1.00)  -0.903
C (1.77, 1.12, -3.41)  0.748
F (1.03, 2.09, -2.85)  -0.327
F (3.01, 1.56, -3.57)  -0.270
F (1.24, 0.77, -4.56)  -0.277
C (5.77, -1.25, 2.90)  -0.654
C (4.27, -1.31, 2.91)  0.106
C (3.54, -0.65, 3.91)  -0.196
C (2.16, -0.71, 3.93)  -0.182
C (1.51, -1.44, 2.94)  -0.380
C (2.22, -2.12, 1.94)  -0.150
C (3.59, -2.04, 1.94)  -0.209
S (-0.20, -1.56, 2.93)  2.309
O (-0.82, -1.18, 4.15)  -0.879
O (-0.66, -2.64, 2.14)  -0.850
N (-0.57, -0.17, 1.77)  -0.526
C (-0.77, 1.07, 2.14)  0.116
C (-0.79, 1.62, 3.48)  0.007
C (-1.12, 2.94, 3.65)  -0.256
C (-1.42, 3.77, 2.58)  0.117
C (-1.40, 3.32, 1.24)  -0.179
C (-1.71, 4.10, 0.11)  -0.016
C (-1.66, 3.51, -1.13)  -0.220
C (-1.29, 2.18, -1.24)  0.151
N (-0.94, 1.44, -0.17)  -0.417
C (-1.04, 1.97, 1.03)  0.298
H (6.16, -0.64, 3.72)  0.236
H (6.12, -0.83, 1.96)  0.249
H (6.18, -2.25, 2.99)  0.256
H (4.06, -0.10, 4.68)  0.242
H (1.60, -0.23, 4.73)  0.238
H (1.69, -2.71, 1.21)  0.250
H (4.15, -2.57, 1.18)  0.246
H (-0.59, 0.98, 4.33)  0.285
H (-1.15, 3.35, 4.65)  0.278
H (-1.67, 4.80, 2.77)  0.261
H (-1.99, 5.14, 0.22)  0.267
H (-1.90, 4.06, -2.03)  0.279
H (-1.26, 1.68, -2.20)  0.261

Properties
E_HOMO (alpha / beta) in eV: -15.3 / -15.3
Frontier orbital gap (alpha / beta) in eV: 4.714 / 4.706
Maximum force in eV/A: 0.85
LUMO energy (alpha / beta) in Eh: -0.3902 / -0.3904
Electronic energy in a.u.: -3221.79806
Relative energy (zero: lowest compared OMol25 entry of this formula, charge and spin) in eV: 0.5792
Total charge: +2

***

DFT (the ωB97M-V functional and the def2-TZVPD basis) results for C21H15N12Sc as an isolated structure.

Last column: natural (NBO) charge in e.
Geometry (Å):
Sc (0.45, -0.46, -0.64)  1.890
C (0.54, -2.51, 3.37)  -0.291
C (0.36, -2.27, 2.03)  -0.016
N (0.52, -1.04, 1.46)  -0.731
C (0.78, 0.03, 2.31)  0.198
C (1.02, -0.15, 3.69)  -0.083
C (0.92, -1.47, 4.23)  -0.300
C (1.30, 0.98, 4.48)  -0.275
C (1.33, 2.24, 3.91)  -0.230
C (1.06, 2.42, 2.55)  -0.282
C (0.77, 1.32, 1.73)  0.140
N (0.46, 1.34, 0.36)  -0.801
C (-0.54, 2.21, -0.13)  0.140
C (-0.56, 3.59, 0.00)  -0.272
C (-1.63, 4.34, -0.49)  -0.227
C (-2.68, 3.73, -1.13)  -0.254
C (-2.69, 2.34, -1.33)  -0.078
C (-3.75, 1.64, -1.99)  -0.307
C (-3.66, 0.25, -2.13)  -0.270
C (-2.56, -0.42, -1.65)  -0.031
N (-1.53, 0.20, -1.00)  -0.716
C (-1.60, 1.58, -0.83)  0.195
H (0.41, -3.52, 3.74)  0.194
H (0.11, -3.08, 1.35)  0.190
H (1.08, -1.64, 5.29)  0.180
H (1.49, 0.85, 5.54)  0.183
H (1.55, 3.11, 4.52)  0.184
H (1.09, 3.41, 2.13)  0.197
H (0.28, 4.10, 0.46)  0.198
H (-1.62, 5.42, -0.37)  0.185
H (-3.51, 4.31, -1.51)  0.183
H (-4.59, 2.20, -2.37)  0.183
H (-4.44, -0.31, -2.63)  0.191
H (-2.47, -1.50, -1.78)  0.185
N (0.24, -2.30, -3.33)  -0.618
C (0.98, -3.04, -2.40)  0.445
N (1.35, -4.27, -2.56)  -0.386
N (2.05, -4.60, -1.42)  -0.217
N (2.11, -3.50, -0.69)  0.075
N (1.37, -2.49, -1.22)  -0.530
C (0.71, -1.03, -3.68)  0.436
N (0.83, -0.59, -4.91)  -0.400
N (1.28, 0.68, -4.76)  -0.128
N (1.42, 0.97, -3.51)  -0.099
N (1.06, -0.11, -2.77)  -0.526
H (0.02, -2.85, -4.14)  0.408
C (2.88, -3.35, 0.40)  -0.500
H (2.69, -2.49, 1.02)  0.204
H (3.32, -4.26, 0.78)  0.185

Properties
E_HOMO (alpha / beta) in eV: 0.0 / 0.1
Frontier orbital gap (alpha / beta) in eV: 5.017 / 4.884
Maximum force in eV/A: 0.18
LUMO energy (alpha / beta) in Eh: 0.1845 / 0.1849
Electronic energy in a.u.: -2227.12169
Relative energy (zero: lowest compared OMol25 entry of this formula, charge and spin) in eV: 0.9144
Total charge: -2

***

DFT (the ωB97M-V functional and the def2-TZVPD basis) results for C4H9N3 as an isolated structure in a non-equilibrium geometry.

Last column: Löwdin charge in e.
Geometry (Å):
C (1.66, -0.81, 0.60)  -0.082
C (0.82, 1.48, 0.29)  -0.076
N (0.63, 0.06, 0.07)  -0.300
C (-0.80, -0.43, 0.36)  -0.229
C (-1.89, -0.23, -0.95)  -0.441
N (-1.98, 0.33, 0.22)  0.081
N (-2.39, -0.74, -1.98)  0.073
H (-3.38, -0.52, -2.07)  0.048
H (-0.80, -1.10, 1.21)  0.129
H (-0.26, -0.46, -0.96)  0.266
H (1.78, 1.78, -0.12)  0.086
H (1.70, -0.76, 1.69)  0.091
H (1.46, -1.84, 0.31)  0.090
H (2.63, -0.52, 0.19)  0.090
H (0.04, 2.04, -0.23)  0.082
H (0.79, 1.73, 1.36)  0.092

Properties
E_HOMO in eV: -8.3
Frontier orbital gap in eV: 8.979
Maximum force in eV/A: 1.66
LUMO energy in Eh: 0.0244
Electronic energy in a.u.: -321.86703
Relative energy (zero: lowest compared OMol25 entry of this formula, charge and spin) in eV: 6.0771
Total charge: 0